Record 1
A structure of composition C40H41CoFN6O8Si. Source: the OMol25 dataset; level of theory: the ωB97M-V functional and the def2-TZVPD basis.

Properties
- LUMO level (alpha / beta): 3.32 / 3.32 eV
- Spin multiplicity: 2
- Charge: -2
- ΔE to the lowest compared entry with this formula, charge and spin: 0.107 eV
- E_HOMO (alpha / beta): -1.8 / -1.8 eV
- Frontier orbital gap (alpha / beta): 5.2 / 5.1 eV
- DFT total energy: -115691.850 eV

Each line ends with the Löwdin charge.
Atoms and positions in Å:
Co: -0.86 0.14 0.35  0.55
O: -2.63 4.68 3.43  0.03
C: -1.38 5.12 3.31  -0.29
C: -1.11 6.47 3.55  -0.04
C: 0.18 6.96 3.44  -0.13
C: 1.23 6.11 3.10  -0.13
C: 0.96 4.77 2.86  -0.06
C: -0.32 4.26 2.95  -0.08
C: -0.63 2.81 2.66  -0.47
O: -1.80 2.40 2.92  -0.02
N: 0.40 2.12 2.25  0.03
N: 0.14 0.77 1.95  -0.02
C: 0.83 -0.01 2.70  -0.08
C: 0.85 -1.46 2.69  -0.17
C: 1.70 -2.12 3.59  -0.08
C: 1.70 -3.50 3.73  -0.15
C: 0.81 -4.24 2.95  -0.13
C: -0.03 -3.63 2.05  -0.03
C: -0.04 -2.22 1.88  -0.37
O: -0.84 -1.67 1.05  -0.09
H: -2.55 3.67 3.22  0.06
H: -1.94 7.12 3.80  0.10
H: 0.37 8.02 3.62  0.08
H: 2.24 6.50 3.02  0.08
H: 1.75 4.09 2.57  0.10
H: 1.45 0.47 3.45  0.12
H: 2.37 -1.52 4.20  0.10
H: 2.36 -3.98 4.44  0.08
H: 0.78 -5.32 3.05  0.09
H: -0.72 -4.20 1.45  0.10
C: -0.25 2.91 -3.05  -0.18
Si: -0.21 3.04 -1.15  0.43
C: 1.60 2.84 -0.65  -0.17
C: -0.66 4.83 -0.69  -0.16
N: -1.27 1.91 -0.40  -0.09
C: -2.62 2.10 -0.54  -0.29
C: -3.22 3.04 -1.40  -0.06
C: -4.60 3.23 -1.49  -0.12
C: -5.47 2.47 -0.73  -0.14
C: -4.93 1.50 0.11  -0.04
C: -3.57 1.34 0.18  -0.22
F: -3.11 0.36 1.01  0.03
H: 0.68 2.48 -3.43  0.01
H: -0.38 3.89 -3.52  0.01
H: -1.07 2.26 -3.37  0.02
H: 2.06 3.83 -0.63  0.02
H: 2.16 2.22 -1.35  0.01
H: 1.68 2.42 0.35  0.00
H: -0.50 5.50 -1.55  0.02
H: -0.02 5.17 0.12  0.01
H: -1.69 4.94 -0.37  0.02
H: -2.59 3.65 -2.04  0.07
H: -4.98 3.98 -2.17  0.09
H: -6.54 2.61 -0.79  0.08
H: -5.55 0.86 0.72  0.11
O: -2.01 -0.24 -3.28  0.00
C: -2.23 -0.93 -2.29  -0.58
O: -1.91 -0.75 -1.08  -0.06
C: -2.99 -2.25 -2.49  -0.08
C: -3.50 -2.57 -3.75  -0.01
C: -4.17 -3.77 -3.95  -0.01
C: -4.32 -4.63 -2.88  -0.17
C: -3.82 -4.33 -1.62  0.00
C: -3.16 -3.13 -1.43  0.02
N: -5.01 -5.90 -3.08  -0.35
O: -5.44 -6.15 -4.21  0.04
O: -5.14 -6.66 -2.12  0.04
H: -3.35 -1.87 -4.55  0.11
H: -4.57 -4.04 -4.92  0.11
H: -3.96 -5.03 -0.81  0.11
H: -2.74 -2.84 -0.47  0.11
C: 2.97 -4.40 -1.01  -0.06
C: 3.34 -3.52 0.17  -0.20
N: 4.54 -2.71 -0.07  -0.05
C: 5.79 -3.22 0.45  -0.22
C: 6.02 -2.79 1.89  -0.07
C: 4.57 -1.59 -0.84  -0.42
O: 5.62 -1.03 -1.13  0.05
C: 3.26 -1.07 -1.34  -0.12
C: 3.06 -0.95 -2.71  -0.01
C: 1.84 -0.47 -3.17  -0.03
C: 0.86 -0.14 -2.24  -0.11
N: 1.06 -0.23 -0.93  0.09
C: 2.23 -0.67 -0.49  -0.06
H: 2.13 -5.04 -0.74  0.08
H: 3.81 -5.03 -1.31  0.07
H: 2.66 -3.80 -1.86  0.07
H: 3.56 -4.14 1.04  0.11
H: 2.50 -2.90 0.46  0.10
H: 6.60 -2.86 -0.18  0.11
H: 5.76 -4.31 0.38  0.11
H: 6.09 -1.70 1.94  0.08
H: 6.93 -3.22 2.29  0.07
H: 5.18 -3.10 2.53  0.06
H: 3.85 -1.22 -3.40  0.12
H: 1.64 -0.35 -4.22  0.11
H: -0.11 0.23 -2.56  0.07
H: 2.37 -0.69 0.58  0.12



Record 2
A structure of composition C40H41F3N3O6P2Si2Tc. Source: the OMol25 dataset; level of theory: the ωB97M-V functional and the def2-TZVPD basis.

Properties
- LUMO level (alpha / beta): 1.81 / -0.72 eV
- Spin multiplicity: 4
- Charge: -1
- E_HOMO (alpha / beta): -5.3 / -4.7 eV
- Frontier orbital gap (alpha / beta): 7.1 / 3.9 eV
- DFT total energy: -103587.561 eV

Each line ends with the Löwdin charge.
Atoms and positions in Å:
Tc: 0.75 -0.32 -1.12  1.37
C: 3.09 -4.00 1.31  -0.18
Si: 1.59 -3.62 0.14  0.34
C: 0.18 -4.92 0.36  -0.18
C: 2.17 -3.96 -1.58  -0.18
N: 1.09 -2.00 0.35  -0.32
P: 0.58 -1.00 1.54  0.73
C: 0.07 0.35 0.70  -0.42
P: -0.53 1.72 -0.04  0.77
N: 0.15 1.58 -1.54  -0.35
Si: 0.11 2.40 -3.12  0.35
C: 1.83 2.96 -3.54  -0.17
C: -1.07 3.80 -2.97  -0.18
C: -0.46 1.33 -4.55  -0.15
C: -2.36 1.63 -0.23  -0.23
C: -2.72 0.70 -1.35  -0.21
C: -4.17 0.30 -1.63  -0.18
C: -5.07 0.70 -0.52  -0.02
C: -4.70 1.51 0.47  -0.07
C: -3.33 2.05 0.57  -0.07
C: -0.10 3.11 1.11  -0.24
C: 1.10 3.81 0.86  -0.07
C: 1.69 4.59 1.87  -0.06
C: 1.02 4.71 3.08  -0.11
C: -0.20 4.10 3.32  -0.10
C: -0.74 3.25 2.36  -0.09
C: 1.96 -0.51 2.61  -0.26
C: 3.25 -0.42 2.07  -0.07
C: 4.23 0.28 2.77  -0.06
C: 3.98 0.70 4.09  -0.08
C: 2.70 0.56 4.68  -0.06
C: 1.68 -0.05 3.90  -0.07
C: -0.74 -1.57 2.72  -0.27
C: -1.76 -0.69 3.10  -0.06
C: -2.46 -1.03 4.27  -0.08
C: -2.20 -2.16 5.03  -0.10
C: -1.25 -3.05 4.59  -0.08
C: -0.52 -2.75 3.44  -0.08
H: 3.33 -5.03 1.34  0.00
H: 2.76 -3.73 2.38  0.04
H: 3.99 -3.49 1.05  0.00
H: 0.49 -5.88 0.01  0.00
H: -0.70 -4.54 -0.26  0.05
H: 0.03 -5.04 1.44  0.00
H: 2.40 -5.06 -1.64  0.05
H: 3.04 -3.37 -1.90  0.04
H: 1.43 -3.78 -2.36  0.01
H: 2.19 3.79 -2.89  0.03
H: 2.10 3.14 -4.64  0.06
H: 2.54 2.12 -3.24  0.03
H: -0.79 4.42 -2.13  0.02
H: -2.12 3.46 -2.74  0.06
H: -1.09 4.44 -3.84  0.03
H: 0.30 0.66 -4.92  0.03
H: -0.69 1.98 -5.37  0.03
H: -1.37 0.82 -4.27  0.02
H: -2.15 0.93 -2.25  0.11
H: -4.63 0.74 -2.54  0.16
H: -6.15 0.37 -0.64  0.14
H: -5.34 1.84 1.27  0.09
H: -3.14 2.76 1.37  0.08
H: 1.58 3.76 -0.07  0.08
H: 2.69 5.06 1.70  0.13
H: 1.53 5.18 3.92  0.10
H: -0.70 4.21 4.33  0.12
H: -1.63 2.71 2.64  0.08
H: 3.44 -0.79 1.09  0.08
H: 5.22 0.46 2.29  0.12
H: 4.82 1.04 4.71  0.10
H: 2.48 0.89 5.67  0.08
H: 0.77 -0.32 4.41  0.09
H: -1.98 0.15 2.46  0.08
H: -3.24 -0.39 4.60  0.09
H: -2.86 -2.47 5.87  0.12
H: -1.03 -4.00 5.09  0.11
H: 0.25 -3.43 3.09  0.08
O: -5.17 -0.53 -4.51  -0.03
C: -4.95 -1.57 -3.86  -0.72
O: -5.69 -2.50 -3.54  0.00
C: -3.59 -1.62 -3.12  -0.06
C: -3.70 -1.16 -1.71  -0.12
C: -2.34 -0.78 -1.10  -0.20
N: -1.09 -1.25 -1.74  0.02
C: -1.19 -1.74 -2.95  -0.15
C: -2.43 -2.01 -3.67  0.06
C: 0.18 -1.92 -3.57  -0.55
O: 0.33 -2.72 -4.49  0.05
O: 1.13 -1.16 -2.98  -0.23
H: -4.30 -1.84 -1.11  0.16
H: -2.26 -0.90 -0.04  0.13
H: -2.36 -2.32 -4.71  0.13
F: 4.41 0.19 -3.03  0.18
C: 4.85 0.80 -1.97  -0.58
F: 5.68 -0.08 -1.40  0.14
F: 5.58 1.89 -2.34  0.12
C: 3.70 1.15 -0.96  -0.56
O: 3.81 2.11 -0.25  0.09
O: 2.77 0.26 -1.08  -0.16



Record 3
A structure of composition C40H41F5N9O4SSn. Source: the OMol25 dataset; level of theory: the ωB97M-V functional and the def2-TZVPD basis.

Properties
- LUMO level: 2.18 eV
- Charge: -1
- ΔE to the lowest compared entry with this formula, charge and spin: 1.475 eV
- E_HOMO: -3.9 eV
- Frontier orbital gap: 6.0 eV
- DFT total energy: -94000.427 eV

Each line ends with the Löwdin charge.
Atoms and positions in Å:
Sn: 0.65 1.48 -0.08  1.31
C: -2.92 0.75 -2.44  -0.20
C: -1.59 -0.03 -2.41  -0.19
C: -0.43 0.57 -3.22  -0.25
N: 0.35 1.57 -2.50  -0.09
C: 1.33 2.17 -3.14  -0.24
C: 1.63 1.86 -4.50  -0.03
C: 2.57 2.34 -5.39  -0.11
C: 3.53 3.34 -5.25  -0.15
C: 3.72 4.08 -4.10  -0.12
C: 3.09 4.03 -2.87  -0.03
C: 2.08 3.19 -2.32  -0.21
N: 1.70 3.26 -1.07  -0.08
C: 2.14 4.31 -0.16  -0.22
C: 2.87 3.73 1.08  -0.16
C: 1.89 3.51 2.24  -0.23
N: 0.64 3.05 1.67  -0.12
C: -0.51 3.22 2.25  -0.26
C: -0.63 3.62 3.61  -0.05
C: -1.73 3.79 4.42  -0.12
C: -3.09 3.74 4.11  -0.14
C: -3.62 3.57 2.84  -0.11
C: -3.01 3.32 1.63  -0.03
C: -1.66 3.03 1.30  -0.23
N: -1.29 2.69 0.09  -0.09
C: -2.21 2.77 -1.04  -0.22
C: -3.19 1.59 -1.19  -0.19
H: -3.75 0.04 -2.55  0.10
H: -2.94 1.39 -3.33  0.11
H: -1.76 -1.02 -2.84  0.10
H: -1.26 -0.20 -1.38  0.04
H: -0.84 1.00 -4.14  0.11
H: 0.23 -0.26 -3.52  0.11
H: 1.02 1.08 -4.92  0.07
H: 2.55 1.85 -6.36  0.10
H: 4.17 3.54 -6.10  0.08
H: 4.51 4.83 -4.16  0.09
H: 3.51 4.73 -2.17  0.07
H: 1.24 4.82 0.19  0.12
H: 2.76 5.07 -0.63  0.09
H: 3.67 4.41 1.40  0.10
H: 3.33 2.78 0.79  0.08
H: 1.73 4.46 2.76  0.11
H: 2.31 2.80 2.96  0.12
H: 0.32 3.73 4.11  0.09
H: -1.50 4.00 5.46  0.09
H: -3.79 3.90 4.93  0.08
H: -4.71 3.64 2.79  0.10
H: -3.70 3.24 0.79  0.08
H: -1.57 2.81 -1.92  0.09
H: -2.75 3.72 -0.99  0.11
H: -4.22 1.96 -1.22  0.10
H: -3.10 0.96 -0.30  0.08
O: -0.33 -0.75 5.03  0.09
C: 0.21 -0.27 3.87  -0.45
O: -0.31 0.61 3.25  0.11
C: 1.47 -0.99 3.49  -0.18
C: 1.96 -2.04 4.24  0.00
C: 3.12 -2.66 3.81  -0.04
C: 3.72 -2.22 2.65  -0.01
C: 3.13 -1.17 1.95  -0.26
N: 2.06 -0.54 2.38  0.20
C: 3.77 -0.60 0.69  -0.55
O: 4.74 -1.35 0.12  0.09
O: 3.54 0.50 0.27  0.03
H: -1.13 -0.22 5.17  0.12
H: 1.44 -2.36 5.14  0.11
H: 3.55 -3.48 4.38  0.11
H: 4.62 -2.70 2.30  0.12
H: 4.60 -2.28 0.33  0.06
F: 3.36 -6.73 -3.97  0.09
C: 2.98 -5.72 -3.16  -0.16
C: 3.65 -5.48 -1.98  -0.16
F: 4.69 -6.26 -1.64  0.10
C: 3.25 -4.45 -1.16  -0.23
F: 3.96 -4.26 -0.03  0.04
C: 2.16 -3.61 -1.44  -0.56
S: 1.64 -2.37 -0.35  0.70
C: 1.53 -3.89 -2.66  -0.25
F: 0.47 -3.15 -3.04  0.06
C: 1.92 -4.91 -3.50  -0.16
F: 1.26 -5.13 -4.65  0.10
C: -3.88 -4.36 -0.66  -0.07
C: -4.38 -4.39 0.79  -0.42
C: -5.60 -3.50 0.97  -0.09
C: -3.24 -4.06 1.76  -0.12
N: -2.62 -2.76 1.52  -0.11
C: -1.48 -2.48 0.88  -0.18
N: -1.35 -1.18 0.81  0.03
N: -2.45 -0.67 1.42  0.00
N: -3.22 -1.60 1.85  0.06
H: -4.68 -4.67 -1.34  0.08
H: -3.03 -5.02 -0.80  0.08
H: -3.59 -3.34 -0.94  0.08
H: -4.67 -5.42 1.03  0.13
H: -5.36 -2.45 0.80  0.06
H: -6.00 -3.58 1.99  0.08
H: -6.39 -3.79 0.27  0.07
H: -2.45 -4.80 1.65  0.13
H: -3.60 -4.07 2.79  0.12
H: -0.77 -3.20 0.50  0.07



Record 4
A cluster of 2 separate species, C40H41FINO7P2 in total. Source: the OMol25 dataset; level of theory: the ωB97M-V functional and the def2-TZVPD basis.

Properties
- LUMO level: -1.04 eV
- E_HOMO: -8.3 eV
- Frontier orbital gap: 7.3 eV
- DFT total energy: -87365.232 eV
- SMILES string: CCP(CC)c1cc(I)c(CCCCCCCOC)c2c1C(=O)c1c(ccc(F)c1P(=N)(O)O)C2=O.O=C1c2ccccc2C(=O)c2ccccc21

Each line ends with the Löwdin charge.
Atoms and positions in Å:
C: -2.42 -3.72 -2.83  -0.17
C: -3.74 -3.06 -3.27  -0.44
P: -4.62 -2.41 -1.79  1.03
C: -6.20 -1.83 -2.54  -0.41
C: -6.92 -0.75 -1.74  -0.15
C: -3.68 -0.86 -1.46  -0.27
C: -2.98 -0.23 -2.49  -0.15
C: -2.18 0.89 -2.25  -0.60
I: -1.22 1.66 -3.94  0.95
C: -2.04 1.45 -0.98  -0.18
C: -1.15 2.64 -0.76  -0.20
C: -1.83 4.00 -0.82  -0.18
C: -0.80 5.15 -0.81  -0.19
C: -0.65 5.91 0.52  -0.19
C: -0.38 5.03 1.75  -0.19
C: 1.10 5.01 2.20  -0.16
C: 1.82 3.85 1.53  -0.25
O: 3.03 3.51 2.20  -0.18
C: 3.60 2.34 1.65  -0.12
C: -2.76 0.83 0.04  -0.02
C: -3.57 -0.29 -0.18  -0.07
C: -4.30 -0.92 0.96  -0.29
O: -5.35 -1.50 0.78  0.05
C: -3.68 -0.80 2.31  -0.05
C: -2.89 0.32 2.53  -0.08
C: -2.28 0.54 3.76  0.02
C: -2.44 -0.38 4.77  0.03
C: -3.22 -1.51 4.53  -0.25
F: -3.34 -2.35 5.56  0.08
C: -3.88 -1.76 3.33  -0.08
P: -4.92 -3.22 3.07  0.51
N: -6.45 -3.00 2.97  -0.15
O: -4.46 -4.24 4.24  -0.14
O: -4.18 -3.76 1.76  -0.15
C: -2.68 1.33 1.45  -0.25
O: -2.44 2.48 1.73  0.11
H: -1.66 -2.98 -2.62  0.06
H: -2.04 -4.37 -3.62  0.07
H: -2.58 -4.31 -1.93  0.06
H: -3.54 -2.30 -4.02  0.06
H: -4.39 -3.82 -3.70  0.08
H: -6.06 -1.52 -3.57  0.08
H: -6.83 -2.73 -2.57  0.07
H: -7.79 -0.38 -2.29  0.07
H: -7.26 -1.14 -0.78  0.06
H: -6.26 0.10 -1.55  0.06
H: -3.04 -0.62 -3.49  0.06
H: -0.59 2.50 0.17  0.10
H: -0.41 2.63 -1.56  0.04
H: -2.37 4.05 -1.77  0.10
H: -2.55 4.12 -0.01  0.11
H: 0.17 4.76 -1.11  0.10
H: -1.11 5.88 -1.56  0.11
H: -1.51 6.55 0.71  0.11
H: 0.20 6.58 0.39  0.10
H: -1.00 5.35 2.58  0.11
H: -0.67 4.00 1.55  0.06
H: 1.58 5.94 1.91  0.11
H: 1.18 4.93 3.28  0.11
H: 1.18 2.97 1.50  0.11
H: 2.08 4.14 0.50  0.13
H: 3.30 1.46 2.22  0.09
H: 4.68 2.41 1.63  0.08
H: 3.26 2.20 0.62  0.07
H: -1.70 1.44 3.89  0.13
H: -1.98 -0.24 5.73  0.13
H: -6.98 -3.50 3.68  -0.02
H: -5.20 -4.82 4.44  0.08
H: -4.73 -4.44 1.34  0.09
O: 7.20 -3.79 -2.95  0.11
C: 6.93 -2.93 -2.14  -0.28
C: 7.61 -2.88 -0.81  -0.08
C: 8.59 -3.83 -0.53  0.00
C: 9.25 -3.79 0.69  -0.06
C: 8.95 -2.80 1.62  -0.06
C: 7.98 -1.86 1.34  0.00
C: 7.30 -1.90 0.13  -0.08
C: 6.24 -0.89 -0.14  -0.27
O: 5.93 -0.06 0.68  0.10
C: 5.57 -0.92 -1.48  -0.08
C: 4.60 0.03 -1.77  0.00
C: 3.98 0.04 -3.01  -0.05
C: 4.33 -0.91 -3.96  -0.05
C: 5.29 -1.87 -3.68  0.00
C: 5.91 -1.88 -2.43  -0.08
H: 8.81 -4.59 -1.26  0.12
H: 10.01 -4.53 0.91  0.11
H: 9.48 -2.77 2.56  0.11
H: 7.73 -1.09 2.06  0.12
H: 4.34 0.76 -1.02  0.10
H: 3.23 0.78 -3.23  0.11
H: 3.86 -0.90 -4.93  0.11
H: 5.57 -2.61 -4.41  0.12



Record 5
A structure of composition C40H42F3GeN5O3PbSe. Source: the OMol25 dataset; level of theory: the ωB97M-V functional and the def2-TZVPD basis.

Properties
- LUMO level (alpha / beta): -11.07 / -11.02 eV
- Spin multiplicity: 2
- Charge: +3
- ΔE to the lowest compared entry with this formula, charge and spin: 3.888 eV
- E_HOMO (alpha / beta): -15.7 / -15.7 eV
- Frontier orbital gap (alpha / beta): 4.6 / 4.6 eV
- DFT total energy: -190985.472 eV

Each line ends with the Löwdin charge.
Atoms and positions in Å:
Pb: -0.08 -0.28 0.24  1.39
C: -1.87 2.35 -0.88  -0.05
C: -3.00 1.45 -0.44  -0.67
C: -3.84 1.87 0.73  -0.03
C: -4.03 1.23 -1.56  -0.04
O: -2.36 0.18 -0.06  -0.51
Ge: -2.89 -1.80 -0.40  1.20
O: -1.69 -2.43 0.93  -0.37
C: -2.00 -3.39 1.98  -0.69
C: -3.18 -2.88 2.73  -0.05
C: -2.23 -4.77 1.44  -0.04
C: -0.78 -3.55 2.93  -0.01
O: -1.42 -1.98 -1.50  -0.43
C: -1.31 -2.11 -2.97  -0.61
C: -1.70 -3.61 -3.08  -0.01
C: -2.23 -1.12 -3.69  -0.05
C: 0.12 -1.72 -3.43  -0.03
H: -2.30 3.32 -1.19  0.11
H: -1.27 2.50 0.05  0.08
H: -1.28 1.91 -1.69  0.07
H: -4.15 2.95 0.59  0.12
H: -4.81 1.36 0.69  0.09
H: -3.36 1.67 1.72  0.10
H: -4.64 2.10 -1.70  0.10
H: -3.64 0.97 -2.53  0.06
H: -4.68 0.38 -1.25  0.09
H: -4.15 -3.06 2.23  0.09
H: -3.27 -3.28 3.78  0.11
H: -3.04 -1.74 2.89  0.11
H: -3.12 -4.93 0.83  0.09
H: -1.33 -5.09 0.91  0.09
H: -2.31 -5.53 2.21  0.10
H: -0.42 -2.53 3.14  0.07
H: -1.00 -4.02 3.89  0.10
H: 0.01 -4.12 2.43  0.07
H: -2.81 -3.57 -3.12  0.09
H: -1.41 -4.03 -4.08  0.11
H: -1.36 -4.20 -2.26  0.07
H: -3.28 -1.28 -3.47  0.07
H: -1.97 -0.12 -3.41  0.05
H: -2.16 -1.23 -4.81  0.12
H: 0.86 -2.19 -2.73  0.08
H: 0.20 -2.20 -4.45  0.11
H: 0.39 -0.67 -3.59  0.08
Se: 4.33 5.55 -7.48  1.41
N: 4.35 5.32 -5.67  -0.18
C: 3.14 4.96 -5.29  -0.26
C: 2.81 4.61 -3.93  -0.07
C: 3.78 4.69 -2.88  0.03
C: 3.34 4.40 -1.64  -0.03
C: 2.00 3.99 -1.48  -0.08
N: 1.09 3.80 -2.43  0.15
C: 1.51 4.06 -3.67  -0.11
C: 0.62 3.68 -4.83  -0.11
N: -0.46 2.89 -4.61  0.13
C: -1.34 2.69 -5.58  -0.10
C: -1.15 3.09 -6.91  0.02
C: 0.05 3.74 -7.22  0.04
C: 0.92 4.03 -6.17  -0.10
C: 2.15 4.80 -6.40  -0.28
N: 2.53 5.19 -7.57  -0.15
H: 4.79 5.03 -3.15  0.14
H: 4.03 4.37 -0.83  0.12
H: 1.66 3.69 -0.46  0.13
H: -2.20 2.07 -5.25  0.12
H: -1.80 2.75 -7.66  0.11
H: 0.40 4.03 -8.19  0.12
N: 1.63 -2.09 0.12  0.06
C: 2.20 -2.81 0.82  -0.12
C: 3.07 -3.72 1.49  -0.23
C: 4.10 -3.30 2.33  -0.01
C: 4.68 -4.22 3.21  -0.05
C: 4.25 -5.51 3.21  -0.05
C: 3.29 -5.99 2.32  -0.04
C: 2.74 -5.11 1.42  -0.03
H: 4.43 -2.25 2.23  0.13
H: 5.41 -3.90 3.96  0.13
H: 4.78 -6.21 3.84  0.13
H: 2.91 -6.97 2.36  0.11
H: 2.05 -5.46 0.61  0.14
F: 1.14 3.22 9.22  0.14
C: 1.16 1.88 8.94  -0.47
F: 2.36 1.35 9.34  0.14
F: 0.20 1.23 9.69  0.14
C: 0.98 1.66 7.45  0.02
C: 1.08 2.69 6.50  0.04
C: 0.75 2.57 5.18  0.04
C: 0.45 1.26 4.74  -0.18
C: 0.50 0.17 5.59  0.00
C: 0.88 0.32 6.89  0.07
C: 0.08 0.86 3.39  -0.03
C: -0.41 0.42 2.36  -0.12
H: 1.40 3.66 6.89  0.15
H: 0.78 3.38 4.51  0.13
H: 0.17 -0.80 5.19  0.14
H: 1.11 -0.53 7.49  0.13



- Which value of DFT total energy does entry 1 give?
  -115691.850 eV